{"formula": "C5H8O2", "method": "the ωB97M-V functional and the def2-TZVPD basis", "symbols": ["C", "C", "O", "H", "H", "C", "C", "H", "H", "H", "H", "C", "O", "H", "H"], "positions_angstrom": [[-0.5991, 1.5492, -0.0803], [-0.1417, 0.5061, 0.6134], [0.7475, 0.0900, 1.2998], [-1.3751, 1.5414, -0.8252], [-0.1521, 2.4926, 0.2228], [-0.9939, -1.2276, -0.5714], [-1.5295, -1.0060, 0.6492], [-1.4740, -0.8580, -1.4729], [-0.0909, -1.8192, -0.7108], [-2.4758, -0.4949, 0.7839], [-1.1103, -1.4768, 1.5341], [2.2963, 0.1767, -0.3510], [2.3700, -0.9446, -0.8011], [1.5524, 0.9012, -0.7208], [2.9763, 0.5698, 0.4305]], "forces_ev_per_a": [[-0.2902, 0.1900, 0.1661], [0.9287, 0.4749, 0.6339], [-0.9819, 0.2589, 0.0914], [-0.1128, -0.1892, 0.2413], [-0.0482, -0.0610, -0.1977], [-0.2580, -0.2474, 0.0230], [-0.4731, -0.6470, -0.2149], [0.0908, 0.0337, 0.1439], [-0.0890, 0.2242, 0.1102], [0.0713, -0.0422, -0.1259], [-0.0456, 0.1499, -0.1808], [0.5285, -0.3066, -0.3595], [0.1345, 0.4552, 0.1248], [0.4037, -0.0494, -0.2413], [0.1412, -0.2440, -0.2144]], "homo_energy_ev": -8.8106, "homo_lumo_gap_ev": 9.13, "largest_force_ev_per_a": 1.2, "e_lumo_ha": 0.0117, "smiles": "C=C=O.C=C.C=O", "charge": 0, "total_energy_ev": -9405.596}